Record 1
Molecular formula: C47H45BClF7N3O2
Method: DFT, ωB97M-V/def2-TZVPD

The multiplicity is 1. The total charge is +1.

Bonds (Å) are listed after each position.
Geometry (Å):
1 C -3.64653 2.84726 -6.49378  C39 1.395, H41 1.085, C45 1.390
2 H -0.98222 6.33131 -1.36260  C70 1.170
3 H 4.14982 -3.32877 9.33909  C98 1.087
4 C -5.30183 2.75414 -8.25027  C39 1.396, C47 1.397, H60 1.088
5 H 1.16656 7.65389 -1.26668  N10 1.044
6 H -6.44267 -0.77853 0.39146  C17 1.085
7 H 2.35109 3.23486 0.72845  C105 1.173
8 C 0.46930 -5.05711 2.03453  C15 1.390, F101 1.340, C102 1.391
9 C 2.02956 4.55620 -7.44484  C31 1.395, H69 1.087, C76 1.396
10 N 1.55774 6.94336 -1.92445  H5 1.044, C42 1.516, C93 1.543
11 H -4.73596 1.67070 -10.02865  C47 1.087
12 C -6.97392 1.15422 -0.42035  C17 1.395, C24 1.397, H33 1.087
13 C 0.06618 -2.64634 -0.60663  H53 1.087, C83 1.396, C85 1.395
14 H -4.74910 3.40225 -1.68604  C73 1.087
15 C 1.57013 -4.27517 2.36630  C8 1.390, C66 1.395, H67 1.085
16 H 0.54791 4.34568 -5.88417  C31 1.085
17 C -6.08510 0.14227 -0.05767  H6 1.085, C12 1.395, C82 1.391
18 C 3.21951 2.57599 -1.38899  H29 1.170, H92 1.171, C105 1.517
19 C 4.63636 -2.99430 5.99766  F64 1.340, C87 1.390, C94 1.391
20 H -0.99892 -4.18865 7.54332  C80 1.085
21 F 0.24942 0.96066 -0.27870  C54 1.340
22 F 1.86643 2.78055 -4.28700  C106 1.340
23 H 0.24346 -6.56798 10.88120  C26 1.085
24 C -6.49093 2.32657 -1.00694  C12 1.397, H59 1.088, C73 1.396
25 H 3.68516 4.55744 -8.82562  C76 1.088
26 C -0.46268 -6.38853 10.07707  H23 1.085, C35 1.395, C49 1.391
27 H 1.71514 -3.97890 -0.99751  C83 1.088
28 C -0.13950 -5.23977 4.35511  C84 1.397, H90 1.087, C102 1.395
29 H 2.40080 2.19885 -2.13565  C18 1.170
30 C -2.44440 -6.98888 8.83234  C35 1.397, C56 1.396, H61 1.088
31 C 1.53978 4.07524 -6.23083  C9 1.395, H16 1.085, C106 1.390
32 H -3.16508 1.59795 -1.00706  C62 1.085
33 H -8.04010 1.03040 -0.24753  C12 1.087
34 C 5.19530 -4.73774 8.08270  C44 1.396, H97 1.088, C98 1.397
35 C -1.55460 -7.23404 9.88111  C26 1.395, C30 1.397, H72 1.087
36 C 4.09343 3.33936 -7.09452  C51 1.395, H55 1.087, C76 1.397
37 F 0.76813 -4.48673 9.42156  C49 1.340
38 H 3.66719 -1.75851 7.45927  C94 1.085
39 C -4.91134 3.17832 -6.97924  C1 1.395, C4 1.396, H79 1.087
40 H 0.88933 4.24666 -2.64573  N71 1.064
41 H -3.33004 3.16114 -5.50462  C1 1.085
42 C 1.76115 5.53335 -1.40471  N10 1.516, N71 1.520, N88 1.372
43 F -1.56393 1.79171 -6.82545  C45 1.340
44 C 5.62354 -5.04022 6.78924  C34 1.396, C87 1.395, H96 1.087
45 C -2.78103 2.10481 -7.28940  C1 1.390, F43 1.340, C68 1.391
46 H 3.68043 5.64874 -0.57297  N88 1.044
47 C -4.42802 2.00325 -9.04046  C4 1.397, H11 1.087, C68 1.395
48 H 5.65534 -4.39072 4.72709  C87 1.085
49 C -0.27794 -5.30136 9.22996  C26 1.391, F37 1.340, C80 1.390
50 O -2.61691 3.99362 -2.17080  B75 1.506, H77 1.015
51 C 3.60761 2.86751 -5.87513  C36 1.395, H86 1.085, C106 1.391
52 H -1.36308 -1.07267 -0.21151  C85 1.085
53 H -0.67317 -3.44297 -0.57404  C13 1.087
54 C 0.62680 -0.31137 -0.46349  F21 1.340, C85 1.390, C100 1.391
55 H 5.08438 3.04936 -7.43493  C36 1.087
56 C -2.24756 -5.89795 7.98435  C30 1.396, C80 1.395, H89 1.087
57 H 3.40453 -2.16076 -1.07803  C103 1.087
58 H 2.68867 0.20814 -0.74905  C100 1.085
59 H -7.18496 3.11374 -1.29375  C24 1.088
60 H -6.28991 3.00839 -8.62795  C4 1.088
61 H -3.29342 -7.65118 8.67713  C30 1.088
62 C -4.23284 1.48328 -0.85258  H32 1.085, C73 1.395, C82 1.390
63 H 2.66704 -3.34710 3.97226  C66 1.087
64 F 4.36690 -2.15256 4.99095  C19 1.340
65 H 1.11232 6.14609 -3.84037  C93 1.188
66 C 1.81367 -3.96528 3.70410  C15 1.395, H63 1.087, C84 1.396
67 H 2.22791 -3.91447 1.58251  C15 1.085
68 C -3.15896 1.68187 -8.55902  C45 1.391, C47 1.395, H91 1.085
69 H 1.41865 5.21860 -8.05338  C9 1.087
70 C -0.47449 5.65215 -2.16918  H2 1.170, N71 1.513, B75 1.644, C93 1.641
71 N 0.56449 4.65003 -1.71683  H40 1.064, C42 1.520, C70 1.513
72 H -1.71225 -8.08224 10.54267  C35 1.087
73 C -5.12228 2.49065 -1.22558  H14 1.087, C24 1.396, C62 1.395
74 Cl -0.45241 8.24318 -3.42142  C93 1.853
75 B -1.56662 4.71881 -2.96939  O50 1.506, C70 1.644, O81 1.497
76 C 3.30408 4.18606 -7.87670  C9 1.396, H25 1.088, C36 1.397
77 H -2.09186 3.39455 -1.54210  O50 1.015
78 H 1.15253 -4.21186 5.74116  C84 1.088
79 H -5.59162 3.76614 -6.36769  C39 1.087
80 C -1.16195 -5.04635 8.18746  H20 1.085, C49 1.390, C56 1.395
81 O -1.59182 4.59354 -4.46139  B75 1.497, H104 1.021
82 C -4.72282 0.31725 -0.27498  C17 1.391, C62 1.390, F95 1.340
83 C 1.40793 -2.94618 -0.84688  C13 1.396, H27 1.088, C103 1.397
84 C 0.96077 -4.44964 4.69701  C28 1.397, C66 1.396, H78 1.088
85 C -0.32582 -1.32270 -0.40825  C13 1.395, H52 1.085, C54 1.390
86 H 4.20959 2.21579 -5.25037  C51 1.085
87 C 5.33780 -4.16689 5.74010  C19 1.390, C44 1.395, H48 1.085
88 N 2.85679 5.03220 -0.74739  C42 1.372, H46 1.044, C105 1.541
89 H -2.93912 -5.71152 7.16625  C56 1.087
90 H -0.80020 -5.61910 5.13070  C28 1.087
91 H -2.46381 1.10661 -9.16176  C68 1.085
92 H 4.34644 2.27585 -1.49497  C18 1.171
93 C 0.47879 6.69781 -3.00006  N10 1.543, H65 1.188, C70 1.641, Cl74 1.853
94 C 4.20983 -2.68164 7.28373  C19 1.391, H38 1.085, C98 1.395
95 F -3.86906 -0.65285 0.07802  C82 1.340
96 H 6.17924 -5.95523 6.59886  C44 1.087
97 H 5.41412 -5.42058 8.90088  C34 1.088
98 C 4.48570 -3.56027 8.33135  H3 1.087, C34 1.397, C94 1.395
99 H -1.24340 -6.14543 2.73093  C102 1.085
100 C 1.96517 -0.59948 -0.70724  C54 1.391, H58 1.085, C103 1.395
101 F 0.23200 -5.35000 0.74903  C8 1.340
102 C -0.38910 -5.54019 3.01608  C8 1.391, C28 1.395, H99 1.085
103 C 2.35937 -1.92428 -0.89459  H57 1.087, C83 1.397, C100 1.395
104 H -1.30352 3.63448 -4.65883  O81 1.021
105 C 2.77292 3.55425 -0.31847  H7 1.173, C18 1.517, N88 1.541
106 C 2.33456 3.23792 -5.45588  F22 1.340, C31 1.390, C51 1.391

Atomic partial charges in e from the Löwdin method, atoms 1 to 8: C -0.018; H 0.167; H 0.107; C -0.090; H 0.135; H 0.118; H 0.145; C -0.287

***

Record 2
Molecular formula: C32H44N5O10PS
Method: DFT, ωB97M-V/def2-TZVPD

The SMILES is CCCO[C@@]1(CCCCNC(C)=O)OS(=O)(=O)O[C@]1(COO)P(O)O.c1ccncc1.c1ccncc1.c1ccncc1.c1ccncc1. The multiplicity is 1.

Bonds (Å) are listed after each position.
Geometry (Å):
1 C -3.78336 -2.02023 1.10082  H5 1.148, H25 1.136, C48 1.605, H68 1.138
2 H -2.04891 0.02596 -7.27977  C64 1.083
3 C -1.96712 -3.31511 -7.80752  C14 1.387, H53 1.083, C89 1.385
4 H 2.76068 -5.33293 1.09442  C57 1.151
5 H -3.60273 -1.42666 2.06682  C1 1.148
6 H 2.71705 1.85899 3.09701  C72 1.085
7 H 3.33847 -4.80741 -0.54916  C57 1.135
8 C -4.91157 1.90450 2.25228  H36 1.086, C90 1.386, N92 1.342
9 H 3.86343 0.49420 1.29912  C91 1.153
10 H 4.71283 -3.25118 1.80145  C17 1.134
11 C 1.90468 4.59277 1.29093  H16 1.085, C35 1.387, C41 1.387
12 N -4.32895 6.09844 3.05707  C30 1.341, C37 1.342
13 O 2.43538 -0.68063 2.24998  O51 1.370, C91 1.441
14 C -2.15916 -1.97024 -8.08727  C3 1.387, H20 1.084, C64 1.387
15 C -1.30798 -3.67899 -1.28199  C24 1.603, H40 1.151, N45 1.492, H88 1.151
16 H 1.55958 4.90714 0.31200  C11 1.085
17 C 4.64220 -4.16543 1.13448  H10 1.134, C44 1.631, C57 1.606, H73 1.152
18 H -0.68205 -3.90935 -3.45211  C24 1.144
19 H 6.44863 -5.14146 0.08298  C44 1.149
20 H -2.50003 -1.65633 -9.06762  C14 1.084
21 C -6.69226 2.18374 3.65629  H59 1.085, C70 1.385, N92 1.342
22 H 1.92761 2.49025 0.81471  C35 1.083
23 O 2.60581 0.09844 -0.63081  C39 1.483, S76 1.698
24 C -0.31262 -3.38680 -2.50410  C15 1.603, H18 1.144, H42 1.150, C79 1.607
25 H -4.26227 -1.32188 0.34346  C1 1.136
26 N 2.79306 3.78422 3.81004  C60 1.341, C72 1.342
27 H 3.60551 -0.30883 -2.91594  O84 0.983
28 O 0.97872 -1.68838 -0.10706  C71 1.484, S76 1.686
29 H 6.44443 -3.27857 0.12906  C44 1.136
30 C -3.66319 7.24162 3.27898  N12 1.341, C63 1.386, H75 1.085
31 H 2.11991 -1.79167 3.72227  O51 0.991
32 H 1.54081 -4.48468 -3.05175  C79 1.151
33 H 1.15504 -4.71290 -1.28156  C79 1.135
34 O 2.22428 -3.37172 0.67537  C57 1.444, C71 1.418
35 C 2.10744 3.24865 1.56598  C11 1.387, H22 1.083, C72 1.386
36 H -4.57469 1.75043 1.23176  C8 1.086
37 C -3.99248 5.40716 1.95728  N12 1.342, C62 1.386, H80 1.085
38 O -1.41181 -2.52407 1.42100  C48 1.258
39 C 3.29931 -1.10665 -0.11421  O23 1.483, P46 1.930, C71 1.622, C91 1.624
40 H -2.03310 -4.49800 -1.64118  C15 1.151
41 C 2.14926 5.52995 2.28420  C11 1.387, C60 1.386, H85 1.083
42 H -0.17696 -2.26852 -2.73537  C24 1.150
43 O 0.48320 0.19170 -2.01163  S76 1.510
44 C 5.79653 -4.20036 -0.01783  C17 1.631, H19 1.149, H29 1.136, H52 1.146
45 N -2.11698 -2.48745 -0.89244  C15 1.492, C48 1.469, H58 1.035
46 P 4.89077 -1.06247 -1.20511  C39 1.930, O74 1.720, O84 1.701
47 H -1.26122 -0.78801 -5.05567  C77 1.086
48 C -2.31689 -2.38398 0.55928  C1 1.605, O38 1.258, N45 1.469
49 H 6.18939 0.12695 0.19103  O74 0.985
50 N -1.28152 -2.77773 -5.56438  C77 1.342, C89 1.342
51 O 2.74734 -1.04906 3.53211  O13 1.370, H31 0.991
52 H 5.32376 -4.13466 -1.05970  C44 1.146
53 H -2.15132 -4.07463 -8.55682  C3 1.083
54 O 0.16109 0.73762 0.41101  S76 1.494
55 H 2.79908 5.77210 4.32475  C60 1.085
56 C 2.18800 -2.72372 -1.86598  H66 1.154, C71 1.598, C79 1.625, H83 1.134
57 C 3.18658 -4.43566 0.51284  H4 1.151, H7 1.135, C17 1.606, O34 1.444
58 H -1.66163 -1.63761 -1.26754  N45 1.035
59 H -7.77106 2.24769 3.75310  C21 1.085
60 C 2.59067 5.07756 3.51723  N26 1.341, C41 1.386, H55 1.085
61 C -4.49824 2.20357 4.57613  C70 1.387, H78 1.084, C90 1.387
62 C -3.01198 5.80870 1.06397  C37 1.386, H81 1.083, C86 1.387
63 C -2.67009 7.73088 2.44575  C30 1.386, C86 1.387, H87 1.083
64 C -1.90924 -1.03192 -7.09674  H2 1.083, C14 1.387, C77 1.385
65 H 4.53350 -1.10966 1.84925  C91 1.140
66 H 3.21146 -3.15505 -2.18027  C56 1.154
67 H -1.56751 7.34426 0.64049  C86 1.085
68 H -4.40938 -2.95467 1.27198  C1 1.138
69 H -2.94071 1.92303 3.11173  C90 1.083
70 C -5.86891 2.29797 4.76465  C21 1.385, C61 1.387, H82 1.083
71 C 2.28706 -2.35766 -0.31405  O28 1.484, O34 1.418, C39 1.622, C56 1.598
72 C 2.54733 2.89787 2.83255  H6 1.085, N26 1.342, C35 1.386
73 H 4.89828 -5.06303 1.80928  C17 1.152
74 O 5.78009 0.31500 -0.68469  P46 1.720, H49 0.985
75 H -3.95396 7.77881 4.17605  C30 1.085
76 S 0.91733 -0.07416 -0.58959  O23 1.698, O28 1.686, O43 1.510, O54 1.494
77 C -1.47355 -1.48366 -5.86162  H47 1.086, N50 1.342, C64 1.385
78 H -3.82076 2.28666 5.41864  C61 1.084
79 C 1.14373 -3.94370 -2.11665  C24 1.607, H32 1.151, H33 1.135, C56 1.625
80 H -4.54777 4.48808 1.80143  C37 1.085
81 H -2.77995 5.20872 0.19295  C62 1.083
82 H -6.28878 2.45634 5.74993  C70 1.083
83 H 2.00181 -1.84088 -2.55329  C56 1.134
84 O 4.48176 -0.74516 -2.82548  H27 0.983, P46 1.701
85 H 2.00118 6.58753 2.10477  C41 1.083
86 C -2.34044 6.99560 1.31665  C62 1.387, C63 1.387, H67 1.085
87 H -2.16698 8.66212 2.67396  C63 1.083
88 H -0.72669 -4.14168 -0.40304  C15 1.151
89 C -1.53226 -3.66488 -6.53951  C3 1.385, N50 1.342, H93 1.085
90 C -4.00507 2.00193 3.29562  C8 1.386, C61 1.387, H69 1.083
91 C 3.60195 -0.62338 1.40656  H9 1.153, O13 1.441, C39 1.624, H65 1.140
92 N -6.24133 1.99045 2.40762  C8 1.342, C21 1.342
93 H -1.37058 -4.70414 -6.27159  C89 1.085

Atomic partial charges in e from the Löwdin method, atoms 1 to 8: C -0.019; H 0.102; C -0.076; H 0.141; H 0.083; H 0.094; H 0.115; C -0.187

***

no.,electronic energy (eV)
1,-90243.07695
2,-81938.71920